# 1
Formula: C10H20N2PRuS
Source: the OMol25 dataset
Level of theory: ωB97M-V/def2-TZVPD

Geometry (Å):
C: -0.167 -0.441 -3.926
C: -0.965 0.612 -3.352
C: -0.089 1.612 -2.821
C: 1.262 1.195 -3.059
C: 1.230 -0.090 -3.725
Ru: 0.325 -0.488 -1.755
P: 0.352 -2.734 -1.749
H: -0.542 -1.309 -4.458
H: -2.048 0.653 -3.362
H: -0.404 2.533 -2.339
H: 2.083 -0.669 -4.059
H: 2.157 1.755 -2.812
H: 1.442 -3.397 -2.394
H: -0.733 -3.355 -2.435
H: 0.286 -3.430 -0.504
C: 1.782 -0.379 0.584
N: 0.902 0.136 1.623
C: 1.548 0.522 2.876
C: -0.434 0.170 1.435
S: -1.129 -0.388 -0.084
N: -1.348 0.615 2.331
C: -1.205 0.840 3.770
C: -2.742 0.705 1.885
H: 2.797 -0.031 0.810
H: 1.532 0.099 -0.399
H: 1.750 -1.476 0.529
H: 1.230 1.520 3.193
H: 1.355 -0.214 3.667
H: 2.630 0.555 2.728
H: -1.437 1.888 4.014
H: -1.904 0.188 4.313
H: -0.214 0.625 4.147
H: -2.833 1.322 0.981
H: -3.141 -0.294 1.662
H: -3.327 1.148 2.686

The multiplicity is 6. Its energy relative to the best compared isomer or geometry (same formula, charge and spin) is 28.3 kcal per mole. The LUMO energy (spin up / spin down) is 0.80 / -0.68 eV. For the highest occupied orbital energy (spin up / spin down), the calculation gives -3.476 / -7.802 eV. For the orbital gap (spin up / spin down), the calculation gives 4.28 / 7.12 eV.



# 2
Formula: C10H20N3S
Source: the OMol25 dataset
Level of theory: ωB97M-V/def2-TZVPD

Geometry (Å):
C: -4.713 -1.126 0.210
C: -3.804 -0.020 0.706
C: -2.664 0.242 -0.286
N: -1.767 1.219 0.402
C: -0.467 1.317 -0.264
N: -0.682 1.714 -1.589
N: 0.055 -0.365 -0.266
C: 1.223 -0.470 0.216
C: 2.021 -1.769 -0.082
C: 3.544 -1.481 -0.393
C: 4.234 -0.282 0.287
C: 3.238 1.027 0.086
C: 1.980 0.704 0.787
S: 0.839 2.161 0.688
H: -4.839 -0.899 -0.909
H: -4.276 -2.063 0.285
H: -5.604 -1.024 0.830
H: -3.308 -0.414 1.525
H: -4.379 0.903 0.772
H: -2.134 -0.581 -0.486
H: -3.115 0.654 -1.202
H: -1.668 0.874 1.468
H: -2.314 2.069 0.441
H: -0.799 0.745 -2.115
H: 0.075 2.067 -2.067
H: 2.039 -2.372 0.778
H: 1.530 -2.228 -0.979
H: 4.053 -2.464 -0.026
H: 3.660 -1.356 -1.528
H: 4.280 -0.505 1.394
H: 5.219 0.018 -0.146
H: 3.548 2.007 0.544
H: 2.903 1.129 -0.929
H: 2.093 0.571 1.843

The net charge is +1. The multiplicity is 1. Its energy relative to the best compared isomer or geometry (same formula, charge and spin) is 64.5 kcal per mole. The LUMO energy is -2.77 eV. For the highest occupied orbital energy, the calculation gives -12.894 eV. For the orbital gap, the calculation gives 10.13 eV.



# 3
Formula: C10H20NO7Pt2Ti
Source: the OMol25 dataset
Level of theory: ωB97M-V/def2-TZVPD

Geometry (Å):
Pt: 0.074 -4.761 -2.492
Pt: -1.677 -2.137 -4.339
Ti: -2.578 -2.826 -0.747
C: 0.670 2.957 2.355
C: 1.349 1.799 1.522
N: 0.490 0.543 1.279
C: 1.397 -0.690 0.920
C: -0.274 0.050 2.550
C: 0.579 -0.268 3.801
C: -0.559 0.739 0.169
C: -0.038 1.308 -1.147
O: -0.025 2.676 -1.095
C: 0.745 3.367 -2.051
H: 1.120 3.949 2.328
H: 0.396 2.639 3.361
H: -0.249 3.251 1.848
H: 2.169 1.358 2.088
H: 1.603 2.072 0.498
H: 2.171 -0.683 1.687
H: 1.737 -0.586 -0.110
H: 0.859 -1.632 0.807
H: -1.043 -0.676 2.286
H: -0.971 0.881 2.658
H: 1.564 0.200 3.779
H: 0.712 -1.348 3.860
H: 0.102 0.060 4.725
H: -1.249 1.445 0.633
H: -0.975 -0.264 0.074
H: -0.771 1.147 -1.937
H: 0.939 0.883 -1.381
H: 0.085 4.149 -2.428
H: 1.147 2.812 -2.899
H: 1.638 3.771 -1.573
C: -0.237 -2.109 -1.958
O: -0.210 -2.937 -1.085
O: -1.229 -1.446 -2.284
O: 0.154 -2.607 -2.970
C: -2.523 -4.373 -3.236
O: -2.275 -4.906 -2.138
O: -3.215 -3.423 -3.344
O: -1.598 -4.383 -4.014

The net charge is +2. The multiplicity is 8. Its energy relative to the best compared isomer or geometry (same formula, charge and spin) is 108.5 kcal per mole. The LUMO energy (spin up / spin down) is -8.05 / -8.49 eV. For the highest occupied orbital energy (spin up / spin down), the calculation gives -12.401 / -15.429 eV. For the orbital gap (spin up / spin down), the calculation gives 4.35 / 6.94 eV.



# 4
Formula: C10H20O4S
Source: the OMol25 dataset
Level of theory: ωB97M-V/def2-TZVPD

Geometry (Å):
C: 2.978 -1.479 0.777
O: 3.267 -0.933 -0.501
C: 2.114 -0.617 -1.273
C: 2.155 0.895 -1.649
C: 0.995 1.761 -1.072
C: 0.666 1.512 0.426
C: -0.795 1.867 0.842
C: -1.824 0.713 0.696
C: -1.518 -0.531 1.598
C: -1.219 -1.858 0.836
O: -2.181 -2.226 -0.172
S: -3.585 -1.341 -0.067
O: -4.658 -2.158 -0.660
O: -3.290 -0.129 -1.188
C: -1.999 0.401 -0.824
H: 3.292 -2.535 0.811
H: 3.619 -0.947 1.507
H: 1.942 -1.332 1.111
H: 2.168 -1.221 -2.197
H: 1.159 -0.878 -0.791
H: 2.058 0.944 -2.750
H: 3.153 1.296 -1.427
H: 0.134 1.678 -1.749
H: 1.329 2.811 -1.141
H: 0.884 0.494 0.782
H: 1.325 2.184 1.003
H: -0.793 2.233 1.882
H: -1.107 2.728 0.224
H: -2.794 1.118 1.037
H: -0.614 -0.309 2.199
H: -2.303 -0.735 2.339
H: -1.238 -2.669 1.587
H: -0.212 -1.891 0.395
H: -1.178 -0.210 -1.237
H: -1.931 1.364 -1.354

The multiplicity is 1. Its energy relative to the best compared isomer or geometry (same formula, charge and spin) is 38.8 kcal per mole. The LUMO energy is 0.59 eV. For the highest occupied orbital energy, the calculation gives -9.815 eV. For the orbital gap, the calculation gives 10.40 eV.



# 5
Formula: C10H21BO3
Source: the OMol25 dataset
Level of theory: ωB97M-V/def2-TZVPD

Geometry (Å):
B: 0.910 1.147 -0.080
C: 0.833 4.459 2.311
C: -0.418 4.224 1.910
C: -1.744 3.331 0.095
C: 1.537 -2.235 0.997
C: -0.970 -1.300 -1.896
C: 0.733 -2.942 -1.617
C: -1.319 -2.946 -0.228
C: -0.502 3.912 0.478
C: 0.550 -1.273 0.170
C: -0.224 -2.086 -0.834
O: 1.439 2.019 -1.027
O: 0.190 1.577 0.908
O: 1.332 -0.223 -0.293
H: 1.143 4.744 3.334
H: 1.633 4.512 1.690
H: -1.295 4.071 2.531
H: -2.037 2.658 0.893
H: -2.569 4.157 0.018
H: -1.618 2.775 -0.873
H: 2.009 -1.746 1.838
H: 1.095 -3.280 1.368
H: 2.317 -2.600 0.386
H: -1.770 -0.725 -1.479
H: -1.378 -2.024 -2.620
H: -0.374 -0.633 -2.467
H: 0.271 -3.405 -2.420
H: 1.047 -3.841 -1.154
H: 1.508 -2.362 -1.936
H: -1.997 -2.204 0.102
H: -1.817 -3.626 -0.845
H: -0.990 -3.480 0.637
H: 0.301 4.234 -0.130
H: -0.080 -0.916 1.022
H: 2.186 1.468 -1.346

The multiplicity is 1. Its energy relative to the best compared isomer or geometry (same formula, charge and spin) is 100.6 kcal per mole. The LUMO energy (spin up / spin down) is -1.64 / -1.64 eV. For the highest occupied orbital energy (spin up / spin down), the calculation gives -8.929 / -8.924 eV. For the orbital gap (spin up / spin down), the calculation gives 7.29 / 7.28 eV.



# 6
Formula: C10H21CdN3P
Source: the OMol25 dataset
Level of theory: ωB97M-V/def2-TZVPD

Geometry (Å):
C: -2.491 -2.896 -1.338
C: -2.284 -4.057 -1.980
C: -1.065 -4.573 -2.486
C: 0.173 -3.880 -2.454
C: 0.441 -2.687 -1.902
Cd: -0.859 -1.628 -0.700
P: -2.621 -0.443 0.777
H: -3.493 -2.545 -1.060
H: -3.176 -4.674 -2.145
H: -1.101 -5.532 -3.003
H: 1.415 -2.206 -2.007
H: 1.011 -4.384 -2.955
H: -2.233 -0.356 2.118
H: -3.881 -0.988 0.756
H: -2.852 0.905 0.381
C: -1.406 2.285 1.433
N: 0.074 2.221 1.258
C: 0.576 3.406 1.864
C: 0.810 1.290 0.661
N: 0.181 0.292 0.079
N: 2.143 1.323 0.468
C: 3.039 2.356 0.846
C: 2.806 0.213 -0.322
H: -1.822 3.152 2.037
H: -1.722 1.436 2.080
H: -1.875 2.444 0.446
H: 1.251 3.108 2.659
H: 0.986 4.032 1.073
H: -0.204 4.024 2.350
H: -0.753 0.700 -0.174
H: 3.805 1.905 1.503
H: 3.500 2.764 -0.071
H: 2.613 3.204 1.391
H: 2.712 -0.763 0.155
H: 2.428 0.123 -1.339
H: 3.877 0.428 -0.400

The net charge is -1. The multiplicity is 1. Its energy relative to the best compared isomer or geometry (same formula, charge and spin) is 59.4 kcal per mole. The LUMO energy (spin up / spin down) is 2.25 / 2.25 eV. For the highest occupied orbital energy (spin up / spin down), the calculation gives -0.579 / -0.580 eV. For the orbital gap (spin up / spin down), the calculation gives 2.83 / 2.83 eV.